[1]
Density functional theory data (the ωB97M-V functional and the def2-TZVPD basis) for a structure of composition C22H29BCsF4IN5O4S.

The geometry in XYZ format:
```
68
Properties=species:S:1:pos:R:3:forces:R:3:mulliken_charge:R:1
Cs -0.54181 0.03079 -0.69488 0.4 0.4 0.5 0.88
I -2.89483 -2.80909 0.20514 0.0 -0.1 -0.1 0.12
S 1.28391 5.38722 0.78604 0.0 0.0 -0.1 -0.26
F -1.52396 1.27010 1.74445 0.0 0.0 0.2 -0.40
F 0.40909 1.84820 2.85478 0.0 0.0 0.0 -0.41
F -1.05949 0.33872 3.79654 0.0 0.1 0.0 -0.36
F -1.62210 2.58326 3.63773 0.1 -0.1 -0.1 -0.37
O 2.48823 -4.48816 -3.81852 0.0 0.0 0.0 -0.65
O 1.72669 -1.87400 0.88508 0.0 0.2 0.0 -0.30
O -1.46653 -0.90799 -3.01397 -0.1 -0.2 -0.3 -1.00
O 2.55790 -0.40503 -1.44931 0.0 0.0 0.0 -0.11
N 0.59686 3.37723 -0.63662 -0.2 0.1 0.1 -0.15
N -0.40437 -3.58008 -1.67400 -0.3 0.1 0.1 -0.50
N 0.90131 -0.48468 -5.66053 0.0 0.0 0.0 -0.71
N 1.78625 3.83433 -1.15251 0.0 -0.1 0.0 -0.46
N -0.98724 3.96468 1.04070 -0.2 -0.1 0.0 -0.50
C 2.27786 4.84818 -0.53344 -0.1 -0.1 0.0 0.32
C 0.18752 4.09223 0.36977 0.3 0.3 0.1 0.43
C 0.60364 -2.04363 -3.36132 -0.1 0.0 0.0 2.46
C -1.60623 -3.74669 -2.38529 0.1 0.0 0.0 0.60
C -4.02249 -4.25351 -3.71063 0.0 0.0 0.0 -0.56
C -1.61682 -4.23899 -3.68936 0.0 0.0 0.0 0.24
C 1.83503 -1.39415 -5.31275 0.0 0.0 0.0 -1.33
C -1.18450 0.68798 -5.27634 0.0 0.0 0.0 -1.20
C 1.74352 -2.16067 -4.17784 0.1 0.0 0.1 0.74
C 3.04488 -1.44401 0.60772 0.0 -0.1 0.0 -0.89
C 3.11039 -0.15471 -0.17828 0.0 0.0 0.1 -0.41
C 3.30695 6.74664 -1.81692 0.0 -0.1 0.1 -1.05
C 2.85865 -3.10711 -3.82087 0.0 0.0 0.0 -0.65
C 2.69598 0.68937 -2.34384 0.0 -0.1 0.0 -0.33
C -0.41662 -1.11735 -3.70523 0.0 -0.1 -0.2 0.10
C -4.03019 -3.77363 -2.40915 0.1 0.0 0.0 -0.55
C -0.15899 -0.33974 -4.89881 0.0 0.0 -0.1 0.57
C 0.53897 -2.85756 -2.13306 0.1 -0.1 -0.1 -2.33
C 1.22665 -1.36490 2.11683 0.0 0.0 0.0 -0.71
C -2.83110 -3.53769 -1.75704 -0.1 0.0 0.1 -0.15
C -2.80982 -4.48848 -4.34527 0.0 0.0 0.0 -0.80
C 3.55210 5.52353 -0.92680 0.0 0.1 -0.1 -0.42
B -0.94425 1.50356 3.04848 0.0 0.0 -0.1 0.67
H 3.28372 -2.82592 -2.84993 0.0 0.0 0.0 0.02
H 1.80046 -1.76885 2.95838 0.0 0.0 0.0 0.31
H 2.57056 0.65434 0.33557 0.0 0.0 0.0 0.26
H 1.44657 -2.86016 -1.52278 0.0 0.0 0.0 1.03
H -4.95888 -4.44287 -4.21930 0.0 0.0 0.0 0.37
H 3.75480 0.87043 -2.56407 0.0 0.0 0.0 0.30
H -0.66768 -4.41316 -4.18252 0.0 0.0 0.0 0.36
H 1.84102 -4.63363 -3.11821 0.0 0.0 0.0 0.43
H 2.26402 1.60052 -1.92616 0.0 0.1 0.0 0.13
H 1.25935 -0.27264 2.16666 0.0 0.0 0.0 0.30
H 2.68797 -1.49372 -5.97613 0.0 0.0 0.0 0.35
H 3.65268 -3.02024 -4.56166 0.0 0.0 0.0 0.49
H 4.09955 5.82027 -0.03016 0.0 0.0 0.0 0.32
H -1.22709 1.47762 -4.52084 0.0 0.0 0.0 0.17
H -1.45040 3.07547 0.89189 0.1 0.0 0.0 0.26
H -0.93182 1.12004 -6.24260 0.0 0.0 0.0 0.39
H 3.50993 -2.22533 0.00157 0.0 0.0 0.0 0.31
H 0.19175 -1.68899 2.20785 0.0 0.0 0.0 0.24
H 3.61951 -1.33823 1.53626 0.0 0.0 0.0 0.53
H 4.24937 7.21590 -2.10144 0.0 0.0 0.0 0.33
H 2.77905 6.44881 -2.72244 0.0 0.0 0.0 0.31
H -2.79080 -4.86478 -5.36025 0.0 0.0 0.0 0.39
H -2.17942 0.24015 -5.30706 0.0 0.0 0.0 0.29
H 4.16308 0.15248 -0.25860 0.0 0.0 -0.1 0.35
H -0.93074 4.12325 2.03864 0.0 0.1 0.0 0.30
H 2.69978 7.48837 -1.29550 0.0 0.0 0.0 0.31
H 2.18203 0.41766 -3.26413 0.0 0.0 0.0 -0.04
H 4.15590 4.78753 -1.45791 0.0 0.0 0.0 0.24
H -4.96485 -3.58235 -1.89964 0.0 0.0 0.0 0.36
```
Positions in Å, forces in eV/Å.

Its total energy is -69964.681 eV. The largest force on an atom comes out at 0.01372 Eh/bohr. The highest occupied orbital energy comes out at -4.76 eV. For the orbital gap, the calculation gives 6.759 eV. The charge is -1. As for the multiplicity: 1.

[2]
Density functional theory data (the ωB97M-V functional and the def2-TZVPD basis) for a structure of composition C22H29BrCl57GaOPS.

The geometry in XYZ format:
```
113
Properties=species:S:1:pos:R:3:forces:R:3:mulliken_charge:R:1
Br -1.84797 1.51702 -3.79171 0.0 -0.1 -0.1 -0.36
Ga 1.82573 1.16794 -3.81762 0.1 0.1 -0.6 -0.01
Cl -1.54005 -1.88926 1.39027 0.0 0.0 0.0 -0.02
Cl 8.89237 3.76028 -10.15229 0.0 0.0 0.0 -0.14
Cl -11.71475 3.63470 -2.14357 0.0 0.0 0.0 -0.10
Cl -3.85133 -5.41656 14.49123 0.0 0.0 0.0 -0.13
Cl -4.21232 -7.20051 7.90828 0.0 0.0 0.0 -0.14
Cl -1.48140 -4.17361 3.18580 0.0 0.1 0.0 -0.14
Cl -6.64133 -0.79431 -6.18056 0.0 0.0 0.0 -0.13
Cl -1.24409 -5.74276 15.73398 0.0 0.0 0.0 -0.13
Cl -1.93121 2.88741 3.17482 0.1 0.2 0.1 -0.01
Cl -1.38420 4.79510 -2.45540 0.1 0.0 -0.2 -0.02
Cl 5.97984 1.14700 -7.03469 0.0 -0.1 0.0 -0.11
Cl 5.48034 4.42223 -3.03885 -0.1 0.1 0.3 -0.01
Cl -2.98940 0.42121 4.16599 -0.1 0.0 0.0 0.06
Cl 3.25692 8.80496 -4.60567 0.0 0.0 0.0 -0.15
Cl 1.24330 1.42291 2.36599 0.0 0.0 0.0 -0.13
Cl -4.01826 -3.22546 2.11075 0.0 0.0 0.0 -0.14
Cl -3.13708 -6.05868 5.46472 0.0 0.0 0.0 0.05
Cl 6.02020 3.60212 -9.76039 0.0 0.0 0.0 -0.01
Cl -10.12859 5.62544 -0.74924 0.0 0.0 0.0 -0.11
Cl -3.94758 -6.72752 0.23512 0.0 0.0 0.0 -0.13
Cl -1.69240 2.25329 6.01176 0.0 0.0 0.0 -0.15
Cl -2.41890 -3.09535 15.49583 0.0 0.0 0.0 -0.13
Cl -0.34117 2.53862 0.19934 0.1 0.1 0.3 0.26
Cl -2.81896 -2.38736 6.16613 0.0 -0.1 0.1 -0.03
Cl 1.19257 -3.60674 11.35291 0.0 0.0 0.0 -0.14
Cl -8.33531 2.46887 1.15351 -0.1 0.0 0.0 -0.12
Cl -10.40935 0.90717 -0.17128 0.0 0.0 0.0 -0.14
Cl -4.89422 -0.47434 6.92473 0.0 0.0 0.1 -0.11
Cl -3.04056 -8.93005 5.88814 0.0 0.0 0.0 -0.11
Cl 2.42310 3.34873 0.54005 0.0 0.0 0.0 -0.06
Cl 10.66176 -4.56182 -1.88873 0.2 -0.1 0.0 -0.06
Cl -0.32162 -3.44662 8.87851 0.1 -0.1 0.0 -0.04
Cl 7.32072 1.85829 -11.68795 0.0 0.0 0.0 -0.14
Cl 4.47925 6.47770 -5.84532 0.1 0.1 0.0 -0.02
Cl -0.13640 7.24739 -1.53532 0.1 0.0 0.0 -0.13
Cl -4.95726 2.74169 1.71224 0.0 0.2 0.0 -0.16
Cl -2.07452 -7.66822 2.24693 0.0 -0.1 0.0 -0.10
Cl 5.75144 2.87867 -0.59056 0.1 0.1 0.1 -0.08
Cl 2.97405 8.36167 -7.46027 0.0 0.0 0.0 -0.14
Cl -8.17455 -1.59138 -3.84577 0.0 0.0 0.0 -0.14
Cl -13.02371 5.64926 -0.51154 0.0 0.0 0.0 -0.12
Cl -7.81212 1.26615 -1.42956 -0.2 0.0 -0.1 -0.09
Cl -3.71017 3.18232 -0.92057 -0.1 0.1 0.2 0.00
Cl 6.78531 3.73658 -5.99152 0.1 -0.1 -0.2 -0.12
Cl 4.13284 3.39575 -7.08891 -0.2 -0.2 -0.1 -0.12
Cl 9.34516 -5.08405 0.64133 0.0 0.0 0.0 -0.12
Cl 9.63475 -3.79302 -5.58826 0.0 0.0 0.0 -0.14
Cl -2.63893 -0.99985 8.69257 -0.1 0.2 0.1 -0.12
Cl 7.76749 -1.59889 -5.16211 0.1 0.1 -0.1 -0.03
Cl -4.93712 -7.82627 2.73568 0.0 0.0 0.0 -0.14
Cl -2.88522 7.28555 -2.48084 0.0 0.0 0.0 -0.15
Cl 11.99506 -3.89365 0.60943 0.0 0.0 0.0 -0.13
Cl -3.88111 0.52394 0.18549 0.0 0.0 0.0 0.01
Cl -1.43742 -4.82507 11.17027 -0.1 -0.1 -0.1 -0.14
Cl -5.67851 -0.12348 -3.52506 0.1 0.0 0.0 -0.01
Cl 8.05207 3.28870 -2.31234 0.0 0.0 0.0 -0.13
Cl 7.78887 -3.86353 -3.34812 -0.2 0.0 -0.1 -0.12
S 4.89225 0.31349 -2.98059 0.3 0.1 0.0 -0.04
P -0.13860 0.60443 -2.56098 0.1 0.1 0.3 0.30
O -0.26911 -1.03051 -2.86356 0.2 -0.1 -0.3 -0.49
C -3.94717 -7.44842 6.17796 0.0 0.0 0.0 -0.03
C 7.32862 3.44952 -10.91629 0.0 0.0 0.0 -0.01
C -6.55619 -1.29894 -4.49277 0.0 0.0 0.0 -0.01
C -11.65725 5.30095 -1.56740 0.0 0.0 0.0 0.06
C 3.12143 7.58468 -5.87872 -0.1 0.0 0.1 0.03
C -1.64128 6.33171 -1.65823 0.0 -0.1 0.1 0.04
C -9.03894 1.99570 -0.39360 0.1 0.0 0.0 0.47
C -3.63427 -6.91219 1.95474 0.0 0.1 0.1 0.74
C -3.73931 -1.67327 7.49791 0.0 -0.1 0.0 -0.05
C 3.36079 -2.03859 -3.25255 0.1 0.0 0.2 -1.00
C -2.68159 2.11442 4.55584 0.1 -0.1 -0.1 -0.23
C 4.43364 -1.17105 -3.90946 0.0 -0.3 -0.1 0.36
C -4.65850 2.10267 0.08592 0.0 -0.2 0.0 0.78
C -2.26697 -4.68849 14.75973 0.0 0.0 0.0 0.59
C 10.89103 -5.00640 -0.20269 0.0 0.0 0.0 0.02
C 6.54564 3.98447 -1.70435 0.0 0.0 -0.1 -0.15
C 5.43947 2.60825 -6.21435 0.0 0.0 0.3 0.88
C 8.75508 -2.82325 -4.39384 0.0 0.0 0.1 -0.04
C -2.40013 -2.75711 2.64710 0.1 0.0 -0.1 0.98
C 0.04621 -4.42094 10.28985 0.0 0.0 0.0 0.01
C 3.31087 0.98492 -2.43767 -0.4 -0.2 0.2 -0.54
C 0.94143 2.85175 1.36166 0.1 0.0 -0.1 -0.31
H -9.40113 2.88996 -0.88256 0.0 0.0 0.0 -0.19
H 4.14681 -0.90572 -4.92934 -0.1 0.1 0.1 0.23
H -3.63239 2.59310 4.75207 0.0 0.0 0.0 0.33
H 3.52157 1.99288 -2.07986 0.1 0.0 0.0 -0.02
H -4.29634 -2.47167 7.97002 0.0 0.0 0.0 0.32
H 9.49031 -2.32557 -3.77422 0.0 0.0 0.0 0.30
H -1.99302 6.13606 -0.65306 0.0 0.0 0.0 0.22
H -1.79702 -4.56860 13.79347 0.1 0.0 0.0 -0.19
H 2.66119 -1.44453 -2.66337 0.0 0.0 -0.2 0.07
H 11.33609 -5.99179 -0.17460 0.0 0.0 0.0 0.29
H -0.43282 -1.45542 -2.02111 -0.3 -0.1 0.1 0.26
H -4.91380 -7.54963 5.70246 0.0 0.0 0.0 0.25
H -5.62798 1.97109 -0.37320 0.0 0.0 0.0 -0.59
H 2.98629 0.39972 -1.56857 0.0 0.2 0.0 0.60
H 1.93114 0.13590 -5.02631 0.0 -0.1 0.0 -0.28
H -11.72216 5.95446 -2.42693 0.0 0.0 0.0 0.31
H 6.79730 4.88907 -1.16751 0.0 0.0 0.0 0.37
H -3.61204 -5.92571 2.40047 0.0 0.0 0.0 -0.39
H 0.49360 -5.34966 9.96181 0.0 0.0 0.0 0.30
H 5.37018 -1.73571 -3.96000 -0.2 0.1 -0.1 -0.35
H 3.81512 -2.76685 -2.57253 0.0 0.0 -0.1 0.33
H 7.19174 4.18941 -11.69336 0.0 0.0 0.0 0.31
H 1.75286 2.66885 -4.35358 0.0 0.1 0.1 -0.28
H 2.21607 7.01676 -5.70119 0.0 0.0 0.0 0.26
H 2.77368 -2.56508 -4.00797 0.1 0.0 0.1 0.30
H -6.01179 -2.23284 -4.45225 0.0 0.0 0.0 0.29
H 0.64668 3.65917 2.01916 0.0 0.0 0.0 0.37
H -2.51338 -2.09588 3.49437 0.0 0.0 0.0 -0.72
H 5.07210 2.31006 -5.23381 0.0 0.0 0.0 -0.60
```
Positions in Å, forces in eV/Å.

Its total energy is -881654.121 eV. The largest force on an atom comes out at 0.01094 Eh/bohr. The highest occupied orbital energy comes out at -4.40 eV. For the orbital gap, the calculation gives 5.560 eV. The charge is -1. As for the multiplicity: 1.

[3]
Density functional theory data (the ωB97M-V functional and the def2-TZVPD basis) for a cluster of 10 separate species, C22H29Cl14N3 in total at a distorted geometry.

The geometry in XYZ format:
```
68
Properties=species:S:1:pos:R:3:forces:R:3:mulliken_charge:R:1
Cl -6.23048 -3.94496 -2.80206 0.1 0.2 -0.1 -0.15
Cl -0.44249 -3.02424 -7.03200 -0.2 -0.1 0.3 -0.15
Cl -2.40450 -5.25143 3.51158 0.2 0.3 -0.4 -0.16
Cl 1.05853 -8.52982 -2.90214 0.1 0.0 -0.2 -0.16
Cl 7.37811 -1.65336 2.32861 0.6 0.1 0.0 -0.15
Cl -2.82269 1.04837 4.94176 0.2 0.4 0.2 -0.14
Cl -2.92433 2.50486 7.50934 0.7 0.2 -1.2 -0.16
Cl 9.94461 -1.53639 3.83348 -0.3 -0.2 -0.8 -0.14
Cl -1.24290 -7.52853 2.10258 -0.2 -0.1 0.0 -0.14
Cl 4.95297 -4.08188 -4.58602 0.7 -0.2 -0.2 -0.15
Cl 6.44888 -6.38434 -3.57712 0.6 1.0 -0.6 -0.14
Cl -1.47530 -0.30028 -7.24596 0.5 -0.1 0.2 -0.15
Cl -5.68916 -3.90992 -5.74194 0.1 0.1 0.3 -0.14
Cl 0.48396 -8.84105 -5.76813 0.1 0.3 -0.1 -0.14
N -5.29117 5.54174 1.29552 0.0 0.8 1.1 -0.57
N -0.67544 -2.25611 -1.22384 -0.7 1.3 0.2 -0.54
N 4.38614 6.53657 2.34776 -1.3 -0.5 -1.1 -0.54
C 0.63368 -7.68991 -4.44357 -0.1 -0.6 1.2 -0.13
C -5.70003 4.56184 2.13184 0.3 1.5 1.7 -0.17
C -5.38521 -4.67777 -4.17087 -0.1 -0.7 -0.1 -0.21
C -2.09794 2.38178 5.88670 -0.1 -0.4 0.3 -0.27
C 2.17398 5.52909 2.33457 0.0 1.0 -0.8 -0.38
C 3.45178 5.69285 2.89235 0.1 1.5 -1.7 -0.16
C 1.80274 6.32828 1.21656 0.9 -0.2 1.1 -0.19
C -0.90589 -0.13752 -0.04818 1.7 0.3 0.8 -0.45
C -5.47106 7.17696 3.15700 1.0 -1.7 -1.8 -0.42
C -1.39441 -1.14759 -0.81227 0.5 -2.4 -1.2 -0.18
C 6.62629 -4.79687 -4.43093 -1.3 0.2 0.5 -0.25
C -5.76283 6.11666 3.99425 -0.5 -0.1 0.5 -0.18
C -0.17473 -1.32753 -6.58044 0.0 -0.2 -0.4 -0.19
C 0.47269 -0.19374 0.23951 0.8 -1.0 -1.2 -0.22
C 9.15803 -1.93347 2.27708 -0.5 -0.3 -0.1 -0.24
C 0.62598 -2.29381 -0.93732 -0.3 0.9 -0.8 -0.27
C -2.55956 -6.33642 2.10052 0.1 -0.2 0.7 -0.23
C -5.13664 6.79185 1.82640 -0.6 -0.4 1.2 -0.08
C 2.73708 7.21473 0.69901 0.7 -0.7 -0.4 -0.37
C -5.88671 4.80844 3.52683 0.7 0.5 -1.3 -0.39
C 1.26592 -1.25389 -0.30047 -1.3 1.7 1.7 -0.30
C 4.04172 7.21501 1.19054 -0.1 -1.7 2.3 -0.16
H 1.25952 -3.03107 -1.40793 -0.3 -0.7 0.1 0.40
H 9.25072 -2.99033 2.02699 0.2 0.1 0.5 0.26
H 3.74088 5.09741 3.74575 0.2 0.2 0.1 0.36
H 4.89182 7.60747 0.65231 -0.1 0.6 0.1 0.37
H 1.49312 4.81559 2.77474 -0.1 -0.1 -0.1 0.37
H 1.04518 0.57929 0.73050 -0.4 0.2 0.3 0.38
H 0.87409 6.29137 0.66641 -0.3 -0.4 0.5 0.37
H -2.47752 -5.82551 1.14118 -0.3 0.2 0.4 0.27
H -0.15563 -1.20346 -5.49769 -0.1 -0.2 -0.2 0.23
H 2.50750 7.70397 -0.23605 0.0 0.3 0.0 0.33
H 9.59363 -1.36694 1.45405 -0.1 0.3 0.4 0.27
H -5.90256 6.31526 5.04660 0.0 -0.1 0.2 0.35
H 1.44980 -6.97967 -4.57629 -0.5 0.0 -0.4 0.23
H -1.56604 0.64104 0.30460 0.2 0.2 0.0 0.40
H -5.97300 4.01538 4.25484 -0.4 -0.2 -0.2 0.40
H -2.15693 3.29836 5.29975 -0.5 0.0 0.4 0.27
H -5.82102 3.54899 1.77699 0.1 0.1 -0.4 0.37
H -5.77219 -5.69356 -4.25167 0.2 0.2 0.0 0.25
H -0.35620 -7.30406 -4.19997 0.4 0.4 -0.6 0.20
H 2.32593 -1.24011 -0.09408 0.1 -0.2 -0.2 0.37
H -3.51738 -6.80381 2.32907 0.3 -0.2 -0.8 0.26
H -4.67019 7.59409 1.27392 -0.1 -0.3 -0.9 0.33
H -2.40052 -1.09295 -1.20106 -0.2 -0.3 0.2 0.41
H -5.26942 8.18419 3.49050 -0.2 0.0 0.1 0.36
H 7.14373 -4.04510 -3.83494 0.2 -0.6 0.1 0.25
H 7.05307 -4.87467 -5.43089 -0.1 -0.4 0.3 0.28
H -4.31330 -4.68824 -3.97338 -0.2 0.2 0.0 0.25
H -1.04122 2.15833 6.03338 -0.3 -0.2 0.3 0.30
H 0.79433 -1.12929 -7.03839 -0.3 0.6 0.1 0.25
```
Positions in Å, forces in eV/Å.

Its total energy is -203065.983 eV. The largest force on an atom comes out at 0.05463 Eh/bohr. The highest occupied orbital energy comes out at -9.67 eV. For the orbital gap, the calculation gives 9.703 eV. The charge is 0. As for the multiplicity: 1.